(1)
C24H31BN8PPt as an isolated structure, computed with the ωB97M-V functional and the def2-TZVPD basis.

Element x y z (Å)
Pt  0.821  -1.204  -0.421
P  2.606  0.205  0.097
N  -3.191  2.124  -0.405
N  -3.133  0.851  -0.908
N  0.327  -0.107  -2.058
N  -2.041  -1.445  -0.837
N  -0.236  -0.480  1.135
N  -1.265  0.326  0.732
N  -0.927  -2.225  -0.842
N  -0.845  0.536  -1.828
C  3.749  0.407  4.518
C  3.874  -0.696  2.387
C  4.234  -0.625  3.722
C  -1.303  -3.511  -0.795
C  -1.071  1.359  -2.859
C  -0.304  -4.617  -0.790
C  2.532  1.298  2.646
C  -0.032  1.242  -3.764
C  -4.836  1.823  -1.915
C  -1.910  0.724  1.843
C  -4.219  2.707  -0.992
C  0.843  0.302  -3.228
C  2.897  1.363  3.981
C  -2.694  -3.560  -0.764
C  2.133  1.871  -0.408
C  -3.116  -2.243  -0.776
C  -1.299  0.173  2.949
C  0.674  -1.510  3.203
C  -4.598  4.114  -0.674
C  4.129  -0.212  -0.777
C  3.026  0.271  1.840
C  2.113  -0.233  -3.790
C  -0.249  -0.609  2.468
C  -4.111  0.671  -1.843
B  -1.871  0.096  -0.706
H  0.287  -4.615  -1.706
H  -4.214  -0.250  -2.394
H  -5.699  2.015  -2.529
H  -4.156  4.804  -1.395
H  1.874  2.058  2.243
H  -4.111  -1.833  -0.737
H  2.939  0.462  -3.625
H  4.838  0.605  -0.631
H  1.220  -2.170  2.527
H  0.373  -4.535  0.063
H  2.364  -1.204  -3.362
H  -4.246  4.391  0.317
H  1.392  -0.943  3.794
H  2.881  2.581  -0.052
H  2.526  2.168  4.600
H  4.566  -1.124  -0.375
H  2.082  1.923  -1.495
H  -1.585  0.294  3.980
H  -1.968  1.957  -2.895
H  4.041  0.467  5.558
H  -2.766  1.371  1.753
H  -5.678  4.242  -0.715
H  -3.310  -4.442  -0.739
H  3.951  -0.350  -1.840
H  4.901  -1.368  4.140
H  1.153  2.132  -0.006
H  0.098  -2.130  3.890
H  0.070  1.748  -4.709
H  4.264  -1.507  1.784
H  2.017  -0.358  -4.867
H  -0.808  -5.577  -0.718

HOMO energy (alpha / beta), eV: -14.20 / -14.20
Multiplicity: 2
Total charge: +2
Kohn-Sham gap (alpha / beta), eV: 6.2 / 5.3
ΔE to the lowest compared entry with this formula, charge and spin, kJ/mol: 2.2

***

(2)
A 2-piece molecular cluster, C10H21BrNO7P2S overall, computed with the ωB97M-V functional and the def2-TZVPD basis.

Element x y z (Å)
Br  -2.716  -0.258  -3.257
S  2.659  -1.104  -1.493
P  0.976  -0.405  -2.162
P  -1.740  1.048  -1.650
O  0.318  -1.641  -3.182
O  -3.487  0.451  2.574
O  -1.125  2.463  -2.439
O  1.316  0.900  -3.237
O  2.312  1.927  -0.355
O  2.232  -3.785  -4.186
O  3.933  3.539  -0.095
N  0.127  0.979  0.294
C  0.073  -2.231  0.500
C  4.143  1.825  1.623
C  -1.552  -0.440  1.163
C  -3.132  -0.226  1.341
C  -0.272  0.081  -0.821
C  -0.542  0.759  1.449
C  3.446  2.472  0.343
C  -0.999  -1.215  -0.140
C  1.091  2.121  0.376
C  -4.161  -0.445  3.497
H  -3.603  -1.281  1.414
H  5.286  1.763  1.480
H  -4.101  0.029  4.543
H  -1.305  -1.164  2.033
H  -3.631  0.253  0.415
H  -0.378  1.377  2.405
H  0.536  -2.858  -0.338
H  -0.361  -2.938  1.282
H  0.927  -1.596  0.948
H  0.788  0.712  -4.062
H  -5.278  -0.588  3.262
H  -0.450  -2.072  -2.744
H  -1.882  -1.656  -0.725
H  -3.683  -1.487  3.566
H  3.721  0.814  1.936
H  1.692  -3.047  -3.876
H  1.386  2.215  1.490
H  3.971  2.543  2.505
H  -0.262  2.633  -1.977
H  3.104  -3.611  -3.811
H  0.626  3.144  0.108

HOMO energy, eV: -12.15
Total charge: +1
Kohn-Sham gap, eV: 6.7

***

(3)
A 11-piece molecular cluster, C22H66O22 overall, computed with the ωB97M-V functional and the def2-TZVPD basis.

Element x y z (Å)
O  0.270  5.602  4.311
O  1.484  0.936  -0.919
O  4.138  9.587  -0.614
O  6.544  -4.829  1.107
O  -3.234  1.053  7.091
O  -6.017  -3.239  -5.456
O  3.220  -2.066  7.393
O  -1.105  -0.302  1.156
O  -5.452  3.062  7.817
O  -7.923  1.513  3.013
O  -4.065  -8.681  -4.631
O  -7.674  2.064  -0.028
O  4.936  6.720  -0.546
O  4.794  1.548  -6.121
O  -5.767  -0.001  -5.152
O  3.296  -0.025  9.746
O  1.884  -5.947  -6.309
O  -0.440  9.163  4.864
O  4.871  -3.370  -0.623
O  7.305  0.327  -4.835
O  1.724  -3.260  -5.422
O  -0.939  -8.356  -2.692
C  2.378  -0.993  9.498
C  5.849  0.736  -6.807
C  7.117  1.040  -6.033
C  3.390  8.532  -1.172
C  3.691  7.309  -0.333
C  -2.297  -8.177  -2.832
C  -8.190  0.674  1.927
C  -3.129  2.009  8.099
C  4.576  -4.659  -0.161
C  -0.194  -0.585  0.079
C  0.719  -3.788  -6.330
C  2.189  -1.220  7.944
C  -7.265  0.868  0.743
C  -0.455  6.800  4.197
C  0.141  0.623  -0.954
C  -4.854  -1.059  -5.220
C  -0.116  7.861  5.246
C  -4.017  3.188  7.799
C  1.328  -4.948  -7.135
C  5.207  -5.068  1.130
C  -5.392  -2.161  -6.127
C  -2.685  -8.763  -4.280
H  3.753  7.754  0.660
H  5.451  7.298  -1.113
H  -0.398  7.295  3.228
H  -3.952  -0.641  -5.668
H  4.204  -0.254  9.538
H  0.859  5.469  3.565
H  -4.624  -1.379  -4.204
H  -3.671  3.528  6.824
H  7.143  2.090  -5.741
H  -0.086  0.407  -1.998
H  4.959  -5.297  -0.958
H  0.946  7.773  5.478
H  -2.724  -8.609  -1.927
H  4.722  1.299  -5.196
H  -0.723  -1.347  -0.494
H  -3.781  3.916  8.575
H  0.330  -2.968  -6.933
H  -5.953  -1.759  -6.971
H  7.837  0.975  -4.368
H  8.091  0.950  -6.513
H  3.728  8.437  -2.204
H  -4.317  -7.781  -4.850
H  1.408  -0.668  9.875
H  -3.335  1.663  9.112
H  4.308  10.176  -1.353
H  2.411  -1.930  10.054
H  7.017  -5.343  0.449
H  4.655  -4.691  1.990
H  -1.513  6.589  4.353
H  0.613  -5.370  -7.841
H  -0.672  0.251  1.810
H  -2.330  -9.754  -4.564
H  -4.134  0.982  6.763
H  -0.270  1.604  -0.715
H  5.463  -3.393  -1.378
H  -2.454  -7.101  -2.902
H  1.943  0.119  -0.710
H  -7.162  -0.001  0.094
H  0.046  -4.108  -5.534
H  -6.316  1.161  1.191
H  -5.913  0.279  -4.245
H  2.001  -5.557  -5.440
H  2.001  -0.293  7.402
H  -0.857  -9.263  -2.389
H  2.876  6.592  -0.430
H  -6.492  -2.943  -4.676
H  3.499  -4.804  -0.073
H  2.338  8.818  -1.205
H  -9.243  0.861  1.719
H  5.681  -0.341  -6.815
H  -2.065  -8.111  -4.895
H  2.369  -2.703  -5.865
H  -7.799  2.422  2.732
H  5.965  0.993  -7.860
H  0.256  9.579  4.351
H  2.208  -4.561  -7.648
H  -4.620  -2.673  -6.702
H  3.885  -1.591  6.889
H  0.771  -1.020  0.338
H  -2.089  2.331  8.131
H  -7.850  2.819  0.539
H  -8.089  -0.360  2.259
H  -0.610  7.677  6.200
H  1.301  -1.766  7.626
H  -5.811  2.684  7.011
H  4.975  -6.131  1.195

Structure (SMILES): OCCO.OCCO.OCCO.OCCO.OCCO.OCCO.OCCO.OCCO.OCCO.OCCO.OCCO
HOMO energy, eV: -9.75
Total charge: 0
Kohn-Sham gap, eV: 9.8
ΔE to the lowest compared entry with this formula, charge and spin, kJ/mol: 657.5

***

(4)
C17H20ClLiO3PS as an isolated structure, computed with the ωB97M-V functional and the def2-TZVPD basis.

Element x y z (Å)
Cl  3.874  -1.735  0.056
S  -5.758  1.856  2.879
P  -4.525  3.188  2.084
O  -3.756  -0.463  -1.881
O  0.343  -3.239  0.268
O  -1.370  3.999  1.039
C  -3.063  0.288  -1.001
C  -0.971  -1.943  -2.527
C  -0.700  1.717  -0.144
C  1.986  0.847  -0.929
C  0.807  -2.795  1.600
C  -0.403  -0.606  -1.715
C  1.225  -0.406  -1.707
C  -1.431  0.453  -0.961
C  -1.096  -2.899  0.068
C  3.616  1.010  -0.997
C  4.634  0.660  1.539
C  0.958  1.904  -0.140
C  4.459  0.022  0.003
C  -1.603  -3.040  -1.485
C  -3.938  1.145  0.090
C  -3.330  2.313  0.844
C  -1.737  2.769  0.621
Li  1.242  4.174  -0.224
H  -0.128  -2.450  -3.202
H  5.572  -0.011  -0.426
H  -1.826  -1.594  -3.257
H  -1.692  -3.725  0.691
H  1.154  -1.669  1.541
H  -5.064  0.840  0.241
H  -1.343  -1.876  0.583
H  5.784  0.587  1.821
H  1.476  2.821  0.410
H  0.017  -2.931  2.458
H  3.979  0.856  -2.099
H  4.059  -0.071  2.250
H  -1.237  -4.109  -1.867
H  1.756  -3.445  1.912
H  -2.781  -3.063  -1.512
H  4.225  1.756  1.517
H  3.851  2.129  -0.656
H  -5.345  4.097  1.294
H  1.937  -1.179  -2.272
H  -3.859  3.819  3.194

HOMO energy, eV: -11.00
Total charge: +1
Kohn-Sham gap, eV: 5.6

***

(5)
One molecule with the formula C3H8N2O2, computed with the ωB97M-V functional and the def2-TZVPD basis.

Element x y z (Å)
O  0.324  1.802  -0.607
O  -1.071  1.046  1.296
N  0.171  -0.513  -0.787
N  2.189  0.571  -0.869
C  -1.104  -0.834  -0.164
C  0.832  0.688  -0.717
C  -1.069  -0.354  1.263
H  -1.236  -1.921  -0.231
H  -0.926  1.436  0.396
H  -1.949  -0.341  -0.658
H  -1.937  -0.734  1.810
H  2.658  -0.232  -0.478
H  0.660  -1.253  -1.255
H  -0.182  -0.822  1.738
H  2.641  1.462  -0.736

Structure (SMILES): NC(=O)NCCO
HOMO energy, eV: -9.50
Total charge: 0
Kohn-Sham gap, eV: 10.2
ΔE to the lowest compared entry with this formula, charge and spin, kJ/mol: 75.3

***

(6)
One molecule with the formula C4H4N2O, computed with the ωB97M-V functional and the def2-TZVPD basis.

Element x y z (Å)
O  2.428  -1.159  0.041
N  0.182  -1.595  0.010
N  -1.295  0.262  0.029
C  -0.990  -1.093  0.101
C  1.022  0.717  -0.173
C  1.301  -0.720  -0.018
C  -0.242  1.137  -0.213
H  -1.841  -1.778  0.150
H  1.852  1.405  -0.245
H  -0.568  2.146  -0.444
H  -1.850  0.678  0.763

Structure (SMILES): O=c1cc[nH]cn1
HOMO energy, eV: -9.60
Total charge: 0
Kohn-Sham gap, eV: 10.1
ΔE to the lowest compared entry with this formula, charge and spin, kJ/mol: 62.7

***

(7)
A 2-piece molecular cluster, C9H16N3O overall, computed with the ωB97M-V functional and the def2-TZVPD basis.

Element x y z (Å)
O  -1.642  2.312  1.139
N  -1.010  -0.854  -1.373
N  -1.437  -1.987  0.582
N  -0.701  -3.112  -1.626
C  3.120  0.389  -1.056
C  0.341  1.025  1.499
C  -2.257  -3.064  1.159
C  -0.326  2.125  0.821
C  -0.975  -2.066  -0.757
C  1.538  2.278  -0.685
C  2.144  1.135  -0.231
C  1.597  0.608  0.895
C  0.469  2.871  -0.071
H  0.003  -3.115  -2.438
H  -0.412  -0.640  -2.163
H  -1.229  -0.986  0.985
H  -2.441  -2.825  2.261
H  0.070  3.748  -0.419
H  1.919  -0.274  1.453
H  -1.302  -3.979  -1.360
H  -3.199  -3.299  0.695
H  1.977  2.968  -1.474
H  -1.783  2.733  1.988
H  3.513  -0.553  -0.652
H  -0.045  0.573  2.341
H  4.070  0.878  -1.173
H  2.522  0.153  -2.113
H  -0.899  -0.053  -0.695
H  -1.500  -3.959  1.136

HOMO energy (alpha / beta), eV: -17.29 / -17.29
Multiplicity: 2
Total charge: +2
Kohn-Sham gap (alpha / beta), eV: 9.8 / 5.9
ΔE to the lowest compared entry with this formula, charge and spin, kJ/mol: 417.1

***

(8)
C34H40I2N7O6PS2Sr as an isolated structure, computed with the ωB97M-V functional and the def2-TZVPD basis.

Element x y z (Å)
I  3.421  2.004  -2.374
I  1.554  4.268  -0.245
Sr  0.192  -0.200  -0.064
S  1.392  -1.349  -3.145
S  -2.109  -1.291  -1.202
P  1.781  1.316  2.845
O  2.352  0.379  0.148
O  -1.442  -1.296  2.170
O  2.318  -2.144  -2.393
O  1.967  -0.309  -3.974
O  0.986  -0.159  -6.558
O  -1.096  -0.133  -7.324
N  -2.418  -3.321  2.165
N  -1.314  2.018  -1.303
N  5.415  -3.083  0.483
N  3.387  -0.373  0.190
N  0.269  -0.755  -2.149
N  0.937  -2.615  0.397
N  -1.548  1.721  1.443
C  -3.023  3.605  1.428
C  -0.686  0.883  -5.217
C  1.401  3.084  3.329
C  -1.627  1.699  2.762
C  -3.522  -4.210  1.905
C  0.224  1.722  -4.573
C  -3.771  -1.353  1.643
C  1.303  -1.081  4.185
C  -0.058  2.187  -3.312
C  4.415  0.202  3.144
C  -2.251  2.638  0.779
C  -1.234  1.817  -2.659
C  -2.243  2.597  -0.680
C  -2.102  -2.793  -4.045
C  3.640  1.485  2.885
C  -3.076  3.598  2.809
C  -1.185  -3.997  2.510
C  3.295  -1.676  0.240
C  1.482  0.409  4.448
C  4.473  -2.441  0.346
C  0.396  -2.993  -5.327
C  -2.382  2.611  3.493
C  1.491  3.460  4.801
C  -2.207  1.102  -3.365
C  2.044  -2.318  0.278
C  -0.967  -2.222  -3.493
C  -1.982  -3.429  -5.271
C  -1.926  0.636  -4.634
C  -0.750  -3.526  -5.904
C  -0.308  0.171  -6.466
C  -2.442  -1.988  1.994
C  0.262  -2.332  -4.128
C  3.281  3.972  -1.510
C  -0.867  -1.393  -2.283
H  -4.156  -1.740  0.703
H  -1.298  -4.486  3.482
H  0.972  -1.590  5.090
H  0.409  3.314  2.940
H  -2.863  -3.837  -5.748
H  -2.429  2.551  4.570
H  0.701  2.995  5.381
H  1.157  1.991  -5.047
H  -3.052  -2.716  -3.534
H  -3.605  -0.283  1.539
H  -3.380  -4.715  0.947
H  5.481  0.399  3.062
H  1.351  -3.055  -5.825
H  3.213  4.708  -2.305
H  -3.571  -4.972  2.686
H  0.557  -1.220  3.399
H  2.114  3.688  2.767
H  3.914  1.880  1.904
H  -0.678  -4.013  -6.865
H  4.218  -0.193  4.136
H  2.236  -1.531  3.856
H  0.566  0.802  4.891
H  -0.382  -3.265  2.550
H  -4.468  -3.680  1.876
H  -3.074  3.102  -1.187
H  -3.131  0.832  -2.873
H  1.389  4.538  4.904
H  -4.504  -1.526  2.429
H  -1.085  0.894  3.238
H  -2.641  0.035  -5.178
H  1.465  -0.070  -5.702
H  4.168  -0.559  2.413
H  2.306  0.594  5.142
H  -3.662  4.339  3.332
H  2.449  3.173  5.225
H  4.147  4.170  -0.892
H  -3.560  4.341  0.850
H  3.895  2.235  3.640
H  0.637  2.821  -2.788
H  -0.945  -4.753  1.761

HOMO energy, eV: -8.16
Total charge: 0
Kohn-Sham gap, eV: 7.4
ΔE to the lowest compared entry with this formula, charge and spin, kJ/mol: 198.9

***

Calculated values (hartree/bohr) of max |F| for the records, taken in order: 0.0048; 0.0995; 0.0690; 0.1668; 0.0194; 0.0221; 0.1351; 0.1168.